[1]
# C7H14FNSi

2 unconnected molecules or ions with the total composition C7H14FNSi (wB97M-V/def2-TZVPD, the Open Molecules 2025 dataset).

Last column: Löwdin charge in e.
Atoms and positions in Å:
C: 3.09741 -1.86455 -1.97783  -0.344
C: -2.22476 -1.23434 0.82575  -0.036
C: -1.39913 -0.82768 -1.57933  -0.065
C: -0.26138 2.40685 0.58467  -0.148
C: 2.58874 1.04891 0.88514  -0.172
C: 0.15425 -0.61929 0.43891  0.093
C: -1.01934 -1.30967 -0.16224  -0.422
N: 2.27341 -1.53040 -1.25725  -0.134
F: 0.95487 1.21369 -1.59712  -0.157
Si: 0.91904 1.00608 0.03539  0.428
H: -2.89090 -2.02826 0.60182  0.072
H: -1.95706 -1.26557 1.88211  0.077
H: -2.66934 -0.15163 0.66642  0.127
H: -1.98164 -1.57153 -2.07763  0.070
H: -0.48254 -0.82349 -2.19368  0.075
H: -1.88371 0.14166 -1.79069  0.094
H: -1.16864 2.25167 -0.08896  0.050
H: -0.43550 2.13306 1.64528  0.032
H: -0.03049 3.44976 0.67472  0.023
H: 3.35126 0.86563 0.15194  0.014
H: 2.82653 1.99873 1.38273  0.031
H: 2.60850 0.16645 1.66821  0.078
H: 0.39222 -1.11792 1.32080  0.076
H: -0.76182 -2.33815 -0.03917  0.141

Output
energy relative to the best compared isomer or geometry (same formula, charge and spin) = 284.5 kJ/mol
DFT total energy = -719.118055 Ha
frontier orbital gap = 0.2053 Eh


[2]
# C7H14INS

C7H14INS in the gas phase (wB97M-V/def2-TZVPD, the Open Molecules 2025 dataset).

Last column: Löwdin charge in e.
Atoms and positions in Å:
C: -2.22803 0.01348 2.53558  -0.531
C: -0.79044 0.39876 3.00214  -0.457
C: 0.32923 -0.17676 0.47794  -0.407
C: 2.02334 -0.54166 -1.32195  -0.027
C: 0.66672 1.54523 -1.21520  -0.088
C: -0.49025 -0.78497 -1.80177  -0.028
C: 0.57313 0.03307 -0.99612  -0.580
N: -2.34599 -0.74115 1.40205  -0.480
S: 0.26029 0.99068 1.68191  0.950
I: -2.12559 -2.78895 1.65339  0.683
H: -2.86436 -0.54398 3.28344  0.099
H: -2.83238 0.92608 2.15256  0.136
H: -0.87544 1.28806 3.76915  0.121
H: -0.31862 -0.42422 3.40878  0.025
H: 0.35026 -1.09775 0.81191  -0.024
H: 2.17012 -1.52266 -1.03124  0.054
H: 2.61506 0.14179 -0.76441  0.071
H: 2.27137 -0.66519 -2.34250  0.071
H: 0.72663 1.68222 -2.31156  0.107
H: -0.22921 2.07507 -1.02781  0.068
H: 1.43235 1.90990 -0.69170  0.024
H: -0.33871 -0.89073 -2.81163  0.039
H: -1.33489 -0.17366 -1.69659  0.054
H: -0.66947 -1.87061 -1.29089  0.121

Output
energy relative to the best compared isomer or geometry (same formula, charge and spin) = 284.1 kJ/mol
DFT total energy = -1025.554863 Ha
frontier orbital gap (alpha / beta) = 0.2255 / 0.3236 Eh


[3]
# C7H14N

2 unconnected molecules or ions with the total composition C7H14N (wB97M-V/def2-TZVPD, the Open Molecules 2025 dataset).

Last column: Löwdin charge in e.
Atoms and positions in Å:
C: -0.70706 -2.24640 2.00772  0.032
C: -1.29324 -1.84249 0.83520  -0.202
C: -2.20192 -0.65947 0.82986  -0.206
C: -2.66125 -0.00954 -0.27467  0.002
H: -0.88428 -1.72037 2.93648  0.068
H: 0.08370 -3.00994 1.98246  0.075
H: -0.97898 -2.33679 -0.09500  0.115
H: -2.41746 -0.22108 1.82741  0.122
H: -3.26986 0.83626 -0.04847  0.055
H: -2.65334 -0.38200 -1.31474  0.088
C: 1.36103 1.89108 -1.74750  -0.041
C: 1.61401 0.89577 -0.68888  -0.350
C: 2.82450 0.32815 -0.43339  0.123
N: 0.44004 0.49403 0.11052  0.197
H: 2.27175 2.46168 -1.91541  0.099
H: 1.08393 1.41141 -2.69274  0.104
H: 0.52092 2.55085 -1.59884  0.084
H: 2.95847 -0.40644 0.35724  0.079
H: 3.67344 0.77830 -0.98810  0.102
H: 0.01039 1.32260 0.51345  0.166
H: 0.60019 -0.20098 0.85717  0.142
H: -0.37497 0.06536 -0.45979  0.146

Output
energy relative to the best compared isomer or geometry (same formula, charge and spin) = 162.5 kJ/mol
total charge = +1
DFT total energy = -329.545626 Ha
frontier orbital gap = 0.3523 Eh


[4]
# C7H14N

2 unconnected molecules or ions with the total composition C7H14N (wB97M-V/def2-TZVPD, the Open Molecules 2025 dataset).

Last column: Löwdin charge in e.
Atoms and positions in Å:
C: 1.87448 -2.36466 -0.10036  0.056
C: 1.89625 2.20057 -0.36607  -0.020
C: 1.91019 -1.42727 0.66695  0.011
C: 0.69650 1.44739 0.12890  -0.114
C: -2.30227 0.54448 0.35617  0.056
C: -1.33696 -1.59273 -0.28318  0.030
C: 0.25337 0.31204 -0.40602  -0.076
N: -0.99913 -0.21690 0.20469  -0.123
H: 1.78575 -3.15498 -0.77548  0.035
H: 2.36099 2.38168 0.55234  0.077
H: 1.45819 2.99823 -0.81075  0.059
H: 2.35415 1.43864 -1.04326  0.114
H: 2.17389 -0.70212 1.36851  0.040
H: 0.23881 2.00609 0.85854  0.098
H: -2.97644 0.18226 1.12363  0.126
H: -1.98552 1.51172 0.55196  0.073
H: -2.83498 0.64963 -0.51676  0.087
H: -2.26084 -1.78909 0.03517  0.057
H: -1.41929 -1.54665 -1.44379  0.166
H: -0.63915 -2.25379 -0.00841  0.032
H: 0.59282 -0.16078 -1.21493  0.084
H: -0.84084 -0.46377 1.12214  0.132

Output
energy relative to the best compared isomer or geometry (same formula, charge and spin) = 443.2 kJ/mol
total charge = +1
DFT total energy = -329.438731 Ha
frontier orbital gap = 0.3858 Eh


[5]
# C7H14N

A gas-phase ion, C7H14N (charge +1) (wB97M-V/def2-TZVPD, the Open Molecules 2025 dataset).

Last column: Löwdin charge in e.
Atoms and positions in Å:
C: 0.62987 -1.00129 -1.43310  0.040
C: -0.64453 -0.70826 -1.59423  0.004
C: 0.79769 -0.20485 -0.11238  -0.423
C: -0.78661 0.06212 -0.29852  -0.362
C: 1.04990 -1.07370 1.13021  -0.056
C: 1.66604 1.02809 -0.10890  -0.014
C: -1.27155 1.50198 -0.36007  0.017
N: -1.52283 -0.69350 0.80264  0.228
H: 1.46068 -1.25578 -2.08167  0.129
H: -1.34421 -0.86229 -2.40110  0.120
H: 2.14445 -1.30027 1.27959  0.130
H: 0.58632 -2.00377 1.12510  0.062
H: 0.78401 -0.60101 2.12033  0.117
H: 1.17842 1.86658 0.49700  0.110
H: 1.93540 1.28990 -1.09039  0.078
H: 2.59614 0.80592 0.45085  0.098
H: -1.51602 1.86272 -1.35465  0.113
H: -0.68259 2.21338 0.14682  0.065
H: -2.18919 1.63671 0.13853  0.070
H: -2.19855 -0.06182 1.01644  0.091
H: -0.75122 -0.86634 1.61241  0.174
H: -1.92161 -1.63451 0.51507  0.208

Output
energy relative to the best compared isomer or geometry (same formula, charge and spin) = 176.6 kJ/mol
total charge = +1
DFT total energy = -329.540268 Ha
frontier orbital gap = 0.4077 Eh


[6]
# C7H14N

A gas-phase ion, C7H14N (charge +1) (wB97M-V/def2-TZVPD, the Open Molecules 2025 dataset).

Last column: Löwdin charge in e.
Atoms and positions in Å:
C: 1.88366 -0.43022 -0.81221  -0.194
C: 0.91204 -0.86436 0.39180  -0.097
C: -0.20467 0.10120 0.56419  -0.117
C: -0.16529 1.06548 1.74635  0.003
C: -2.43891 0.78624 -0.05379  0.245
C: -1.43861 -0.21918 -0.13531  -0.214
C: -1.45113 -1.43555 -1.08402  -0.022
N: 2.47346 0.85334 -0.44447  0.009
H: 1.41324 -0.18530 -1.68401  0.071
H: 2.67068 -1.15228 -1.02566  0.128
H: 1.45151 -0.92982 1.31104  0.126
H: 0.62304 -1.82140 0.11159  0.087
H: 0.83065 1.62854 1.81366  0.127
H: -0.38339 0.66415 2.74268  0.124
H: -2.14394 1.85460 -0.11029  0.116
H: -3.47530 0.47926 0.00146  0.104
H: -2.44134 -1.39704 -1.57462  0.091
H: -1.41720 -2.39275 -0.50529  0.111
H: -0.71307 -1.31861 -1.91856  0.114
H: 2.87093 1.35212 -1.22457  0.083
H: -0.90768 1.81054 1.50170  0.064
H: 1.72503 1.41305 -0.02994  0.042

Output
energy relative to the best compared isomer or geometry (same formula, charge and spin) = 299.7 kJ/mol
total charge = +1
DFT total energy = -329.493387 Ha
frontier orbital gap = 0.2314 Eh


Values for strongest force on any atom, hartree/bohr, ordered as above
0.0945; 0.1134; 0.0537; 0.1233; 0.0896; 0.0650